The following is a DFT calculation (ωB97M-V/def2-TZVPD) of an isolated ion of composition C5H7IN and charge +1 at a distorted geometry.

As for the charge: +1. For the HOMO-LUMO gap, the calculation gives 8.777 eV. The calculation puts the energy relative to the best compared isomer or geometry (same formula, charge and spin) at 3.553 eV. The molar mass comes out at 208.0 g/mol. Its SMILES is C#CC/C=C(/[NH3+])I. The strongest force on any atom is 4.2 eV/Å.

The geometry in XYZ format:
```
14
Properties=species:S:1:pos:R:3:forces:R:3:lowdin_charge:R:1
I 2.370 -0.173 0.070 -1.2 -0.7 0.1 1.047
N 0.023 -2.091 0.313 0.5 -0.2 1.3 0.155
C 0.345 1.665 1.337 -1.8 2.9 -2.4 0.012
C -0.160 2.003 0.275 0.6 0.5 2.6 -0.166
C -0.496 1.528 -1.027 1.0 -1.0 -1.9 -0.158
C -0.630 0.088 -0.574 -2.7 -0.7 -1.2 -0.154
C 0.225 -0.662 0.047 2.4 -0.2 -1.4 -0.626
H 0.599 1.840 2.303 1.0 0.0 2.4 0.026
H 1.014 -2.255 0.540 -0.3 -1.3 0.4 0.066
H 0.488 1.586 -1.585 -1.1 0.1 0.0 0.125
H -0.598 -2.374 1.107 0.6 0.6 -0.4 0.200
H -0.215 -2.689 -0.465 -0.2 0.0 -0.7 0.167
H -1.334 1.897 -1.703 1.0 -0.3 1.4 0.156
H -1.632 -0.364 -0.638 0.2 0.2 -0.2 0.150
```
Positions in Å, forces in eV/Å.

***

The following is a DFT calculation (ωB97M-V/def2-TZVPD) of a 2-piece molecular cluster, C3H10N2O overall at a distorted geometry.

As for the charge: 0. For the HOMO-LUMO gap, the calculation gives 9.418 eV. The calculation puts the energy relative to the best compared isomer or geometry (same formula, charge and spin) at 1.602 eV. The molar mass comes out at 90.1 g/mol. Its SMILES is C=CN.NCO. The strongest force on any atom is 1.0 eV/Å.

The geometry in XYZ format:
```
16
Properties=species:S:1:pos:R:3:forces:R:3:lowdin_charge:R:1
O 0.755 1.733 -1.218 -0.2 -0.3 0.4 -0.093
N 1.033 -1.577 0.435 0.1 0.2 -0.1 0.038
N -0.768 1.937 0.638 -0.2 -0.6 0.1 0.019
C -1.271 -2.185 -0.020 0.2 0.2 -0.6 -0.032
C 0.533 2.232 0.121 0.0 -0.1 -1.0 -0.347
C -0.012 -1.952 -0.390 0.1 0.0 0.4 -0.326
H -1.457 2.049 -0.099 0.0 0.3 0.0 0.077
H 0.504 0.797 -1.200 0.1 0.2 -0.1 0.050
H 0.879 -1.040 1.272 0.0 -0.2 0.0 0.083
H 0.643 3.307 -0.008 0.1 0.0 0.3 0.110
H 1.935 -1.494 0.004 0.0 0.3 0.1 0.081
H -0.834 0.951 0.890 0.1 0.2 0.1 0.048
H -1.957 -2.584 -0.755 -0.1 0.2 0.1 0.041
H 1.306 1.819 0.771 -0.1 0.2 0.2 0.105
H 0.324 -2.050 -1.412 -0.2 -0.5 -0.2 0.102
H -1.612 -1.944 0.972 -0.1 -0.3 0.3 0.044
```
Positions in Å, forces in eV/Å.

***

The following is a DFT calculation (ωB97M-V/def2-TZVPD) of a 2-piece molecular cluster, CH7NO overall at a distorted geometry.

As for the charge: 0. For the HOMO-LUMO gap, the calculation gives 9.904 eV. The calculation puts the energy relative to the best compared isomer or geometry (same formula, charge and spin) at 0.326 eV. The molar mass comes out at 49.1 g/mol. Its SMILES is CO.N. The strongest force on any atom is 3.1 eV/Å.

The geometry in XYZ format:
```
10
Properties=species:S:1:pos:R:3:forces:R:3:lowdin_charge:R:1
O -0.498 0.651 -0.622 0.7 1.7 0.9 -0.170
N 0.573 -0.053 1.702 0.9 0.8 1.7 0.035
C -0.227 -0.418 -1.419 -1.5 -2.6 -0.9 -0.257
H 1.121 -0.890 1.783 0.0 -0.8 -0.3 0.036
H -0.291 -0.225 2.218 0.2 0.0 -0.1 0.058
H 0.010 0.515 0.224 -0.5 0.2 -0.6 -0.001
H 0.806 -0.819 -1.442 -0.2 0.4 0.3 0.073
H 1.142 0.564 2.320 -0.8 -0.1 -0.7 0.067
H -0.518 -0.225 -2.471 0.2 0.1 0.5 0.074
H -0.932 -1.248 -1.063 1.0 0.3 -0.7 0.085
```
Positions in Å, forces in eV/Å.

***

The following is a DFT calculation (ωB97M-V/def2-TZVPD) of a 2-piece molecular cluster, C4H11NO2 overall at a distorted geometry.

As for the charge: 0. For the HOMO-LUMO gap, the calculation gives 9.681 eV. The calculation puts the energy relative to the best compared isomer or geometry (same formula, charge and spin) at 2.636 eV. The molar mass comes out at 105.1 g/mol. Its SMILES is C[C@@H](N)CC=O.O. The strongest force on any atom is 5.1 eV/Å.

The geometry in XYZ format:
```
18
Properties=species:S:1:pos:R:3:forces:R:3:lowdin_charge:R:1
O 0.410 -2.165 0.292 -0.3 1.1 0.8 -0.007
O -0.921 -1.898 -2.028 -1.2 0.5 -0.8 -0.079
N -1.215 1.153 0.081 -1.6 -2.9 -1.5 0.015
C 0.976 0.115 0.571 1.6 0.3 -1.3 -0.150
C 0.753 2.534 0.097 1.7 1.9 -1.4 -0.111
C 0.171 -1.114 0.893 2.1 -2.9 -1.8 -0.231
C 0.082 1.296 0.683 -1.0 4.5 2.3 -0.534
H -0.128 1.618 1.830 0.7 -1.1 -2.1 0.168
H 1.411 0.171 -0.522 -1.2 -1.0 1.7 0.165
H -1.652 -2.335 -1.548 1.4 0.1 -0.1 0.054
H -1.884 1.873 -0.253 1.7 -0.4 0.7 0.102
H -0.039 -2.089 -1.703 -0.4 -0.5 0.7 0.007
H -1.271 0.311 -0.537 -0.1 1.3 0.5 0.075
H 0.507 3.459 0.581 -0.3 0.3 1.2 0.048
H 0.475 2.938 -0.944 0.3 -1.8 0.9 0.101
H 1.994 0.202 1.140 -2.2 -0.1 -0.3 0.164
H -0.596 -1.223 1.645 -0.4 1.0 0.7 0.127
H 1.879 2.514 0.162 -1.0 -0.2 -0.2 0.084
```
Positions in Å, forces in eV/Å.

***

The following is a DFT calculation (ωB97M-V/def2-TZVPD) of one molecule with the formula C4H6N2O at a distorted geometry.

As for the charge: 0. For the HOMO-LUMO gap, the calculation gives 10.590 eV. The calculation puts the energy relative to the best compared isomer or geometry (same formula, charge and spin) at 3.521 eV. The molar mass comes out at 98.1 g/mol. Its SMILES is N#C[C@@H]1CCNO1. The strongest force on any atom is 4.1 eV/Å.

The geometry in XYZ format:
```
13
Properties=species:S:1:pos:R:3:forces:R:3:lowdin_charge:R:1
O 0.471 -1.402 -0.406 0.2 -0.1 -0.2 -0.119
N -0.692 -1.481 0.379 0.8 0.3 2.9 -0.038
N 3.174 0.692 0.320 -2.6 -0.8 -0.6 0.166
C 2.108 0.340 -0.014 3.9 0.9 1.0 -0.156
C -0.312 0.851 -0.056 -1.7 0.1 -0.4 -0.079
C 0.858 -0.035 -0.594 -2.3 0.4 -0.1 -0.317
C -1.434 -0.234 0.186 4.0 0.2 0.9 -0.160
H -0.734 1.673 -0.717 0.9 -1.2 0.3 0.135
H -1.894 -0.258 -0.704 -2.5 -0.6 -3.0 0.070
H 0.912 -0.006 -1.659 0.4 0.7 -0.8 0.146
H -0.283 -1.388 1.375 -1.0 -0.5 -1.6 0.150
H -0.125 1.362 0.861 0.8 0.1 0.7 0.093
H -2.048 -0.115 1.030 -0.9 0.5 0.9 0.109
```
Positions in Å, forces in eV/Å.

***

The following is a DFT calculation (ωB97M-V/def2-TZVPD) of a 2-piece molecular cluster, C3H11N2O2 overall.

Its spin multiplicity is 2. As for the charge: 0. For the HOMO-LUMO gap (spin up / spin down), the calculation gives 3.371 / 10.942 eV. The calculation puts the energy relative to the best compared isomer or geometry (same formula, charge and spin) at 0.000 eV. The molar mass comes out at 107.1 g/mol. The strongest force on any atom is 0.7 eV/Å. Its expectation value of S² is 0.7507.

The geometry in XYZ format:
```
18
Properties=species:S:1:pos:R:3:forces:R:3:lowdin_charge:R:1
O -1.888 -0.154 -0.554 -0.3 0.0 0.5 0.002
O -0.227 0.256 -1.980 0.0 0.1 0.3 -0.043
N -1.524 -1.587 -2.274 0.0 0.1 0.0 0.160
N -0.354 1.216 1.122 0.0 0.5 -0.3 0.131
C -1.263 -0.480 -1.561 0.2 0.2 -0.7 -0.803
C 1.455 -0.427 1.528 0.0 0.1 0.0 -0.141
C 1.123 0.980 1.071 -0.1 -0.4 -0.1 -0.281
H -0.740 0.959 2.028 0.0 0.1 0.0 0.145
H -0.557 2.201 0.927 0.0 0.0 0.2 0.144
H -2.340 -2.123 -2.040 0.0 -0.1 0.0 0.107
H -0.903 0.694 0.366 -0.1 -0.4 0.0 0.073
H 1.400 1.092 0.021 0.1 0.2 0.1 0.086
H 2.537 -0.554 1.547 0.0 0.0 0.0 0.075
H 1.074 -0.632 2.530 0.0 0.0 0.0 0.072
H 0.616 -0.315 -2.084 0.1 -0.1 -0.2 0.022
H -1.057 -1.711 -3.155 0.0 -0.1 0.0 0.090
H 1.052 -1.156 0.824 0.0 0.0 0.0 0.048
H 1.597 1.742 1.687 0.0 0.0 0.0 0.111
```
Positions in Å, forces in eV/Å.

***

The following is a DFT calculation (ωB97M-V/def2-TZVPD) of a 2-piece molecular cluster, C2H6N2 overall at a distorted geometry.

As for the charge: 0. For the HOMO-LUMO gap, the calculation gives 11.115 eV. The calculation puts the energy relative to the best compared isomer or geometry (same formula, charge and spin) at 2.281 eV. The molar mass comes out at 58.1 g/mol. Its SMILES is C=N.C=N. The strongest force on any atom is 1.1 eV/Å.

The geometry in XYZ format:
```
10
Properties=species:S:1:pos:R:3:forces:R:3:lowdin_charge:R:1
N 0.801 -2.400 0.856 -0.5 0.0 0.4 0.009
N -0.744 2.504 -0.668 0.6 0.1 -1.0 0.007
C 1.571 -2.043 -0.067 0.4 -0.2 -0.3 -0.158
C -1.727 1.778 -0.393 -0.4 0.2 0.8 -0.156
H 2.475 -1.439 0.041 -0.1 0.2 0.1 0.062
H -0.418 3.100 0.082 -0.2 -0.1 0.4 0.031
H 1.361 -2.423 -1.063 0.0 0.1 -0.2 0.053
H -2.203 1.797 0.599 -0.1 -0.2 -0.2 0.063
H -2.160 1.131 -1.153 0.1 -0.1 0.0 0.055
H 1.045 -2.004 1.765 0.2 0.0 -0.1 0.035
```
Positions in Å, forces in eV/Å.

***

The following is a DFT calculation (ωB97M-V/def2-TZVPD) of C43H52BN8O2P2Sr as an isolated structure.

As for the charge: -1. For the HOMO-LUMO gap, the calculation gives 6.798 eV. The calculation puts the energy relative to the best compared isomer or geometry (same formula, charge and spin) at 0.136 eV. The molar mass comes out at 873.3 g/mol. The strongest force on any atom is 0.4 eV/Å.

The geometry in XYZ format:
```
109
Properties=species:S:1:pos:R:3:forces:R:3:lowdin_charge:R:1
Sr 1.153 -0.911 0.131 0.1 0.0 0.0 1.273
P 0.357 2.355 2.292 0.0 0.0 0.0 1.110
P -1.731 -2.106 0.262 0.1 0.0 0.0 1.037
O 3.005 -1.646 -3.746 0.0 0.0 0.0 0.007
O 1.612 -1.969 -2.021 -0.3 0.3 0.2 -0.223
N 3.339 -0.839 2.972 0.0 0.0 0.1 -0.045
N 3.361 0.524 0.143 0.0 -0.3 0.1 -0.029
N 2.950 -2.852 0.722 0.0 0.1 -0.1 -0.017
N 2.003 -0.860 2.770 0.1 0.1 -0.1 -0.007
N 4.147 -2.453 1.203 0.0 0.0 0.0 -0.041
N 4.429 0.071 0.836 0.0 0.1 0.0 -0.036
N -0.467 -1.033 -3.590 0.0 0.0 0.0 0.180
N -0.888 0.792 0.040 0.1 -0.1 0.0 -0.087
C 5.536 0.724 0.443 0.0 0.0 0.0 -0.093
C -1.477 -0.614 -4.412 0.0 0.0 0.0 -0.204
C -4.144 -0.861 -0.486 0.0 0.0 0.0 -0.144
C 0.556 3.329 -2.240 0.0 0.0 0.0 -0.093
C 1.122 3.904 0.013 0.0 0.0 0.0 -0.116
C -2.789 -0.702 -0.186 0.0 0.0 0.0 -0.313
C 4.486 -4.437 0.292 0.0 0.0 0.0 -0.070
C 0.736 -1.131 -4.090 0.0 -0.1 0.0 -0.169
C 2.419 -0.486 4.950 0.0 0.0 0.0 -0.082
C 5.082 -3.387 0.956 0.0 0.0 0.0 -0.094
C -0.145 2.235 -1.775 0.0 0.0 0.0 -0.040
C 1.447 -0.640 3.953 0.0 -0.1 0.0 -0.199
C 5.191 1.630 -0.538 0.0 0.0 0.0 -0.064
C -3.096 -3.584 -1.897 0.0 0.0 0.0 -0.109
C -3.613 0.232 -6.018 0.0 0.0 0.0 -0.095
C -2.362 0.136 -6.560 0.0 0.0 0.0 -0.052
C -1.269 -0.286 -5.770 0.0 0.0 0.0 -0.166
C 1.900 -1.626 -3.205 0.1 0.0 0.0 -0.639
C 3.025 3.027 2.631 0.0 0.0 0.0 -0.121
C 3.811 1.454 -0.689 0.0 0.0 0.1 -0.158
C -2.173 0.585 -0.324 0.0 0.0 -0.1 -0.354
C -3.956 -3.406 1.677 0.0 0.0 0.0 -0.117
C -3.015 1.628 -0.812 0.0 0.0 0.0 -0.064
C -2.435 2.324 2.529 0.0 0.0 0.0 -0.120
C -3.821 -0.088 -4.659 0.0 0.0 0.0 -0.074
C -1.787 -3.290 -1.172 0.0 0.0 0.0 -0.543
C -2.311 -1.987 2.922 0.0 0.0 0.0 -0.130
C 1.629 3.497 3.037 0.0 0.0 0.0 -0.578
C 1.194 4.179 -1.342 0.0 0.0 0.0 -0.113
C -0.241 1.948 -0.399 0.0 0.0 0.0 -0.365
C 1.042 -0.814 -5.444 0.0 0.0 0.0 0.001
C 1.510 3.489 4.563 0.0 0.0 0.0 -0.130
C 3.150 -4.039 0.167 0.0 0.0 0.0 -0.162
C -2.781 -0.500 -3.874 0.0 0.1 0.0 -0.009
C 0.423 2.801 0.510 0.0 0.0 0.0 -0.307
C -2.506 -2.932 1.734 0.0 0.0 0.0 -0.551
C -4.941 0.179 -0.933 0.0 0.0 0.0 -0.127
C -1.093 -4.587 -0.753 0.0 0.0 0.0 -0.128
C 0.051 -0.398 -6.271 0.0 0.0 0.0 -0.018
C -1.414 4.617 2.410 0.0 0.0 0.0 -0.115
C -1.218 3.178 2.871 0.0 0.0 0.0 -0.555
C 3.611 -0.622 4.271 0.0 0.0 0.0 -0.102
C -4.345 1.430 -1.096 0.0 0.0 0.0 -0.107
B 4.390 -1.086 1.874 0.0 0.0 0.0 -0.536
H 3.120 1.969 -1.341 0.0 0.0 0.0 0.101
H 3.202 2.013 2.992 0.0 -0.1 0.0 0.062
H -4.935 2.267 -1.454 0.0 0.0 0.0 0.098
H 1.500 2.464 4.944 0.0 0.0 0.0 0.063
H -4.447 0.558 -6.627 0.0 0.0 0.0 0.095
H -2.336 5.032 2.829 0.0 0.0 0.0 0.072
H -0.145 -4.393 -0.245 0.0 0.0 0.0 0.054
H -4.641 -2.558 1.634 0.0 0.0 0.0 0.067
H -4.192 -3.970 2.585 0.0 0.0 0.0 0.073
H -2.652 2.351 1.462 0.0 0.0 0.1 0.049
H -2.890 -4.227 -2.759 0.0 0.0 0.0 0.080
H -2.925 -0.733 -2.827 0.0 0.1 0.0 0.080
H 1.485 4.525 2.693 0.0 0.0 0.0 0.080
H 2.273 -0.302 6.001 0.0 0.0 0.0 0.084
H 5.836 2.309 -1.068 0.0 0.0 0.0 0.085
H 3.165 3.018 1.550 0.0 0.0 0.0 0.049
H -1.863 -3.806 1.890 0.0 0.0 0.0 0.095
H -2.188 0.383 -7.601 0.0 0.0 0.0 0.105
H 0.375 -0.578 4.041 0.0 0.0 0.0 0.082
H -2.850 -1.051 2.757 0.0 0.0 0.0 0.066
H -4.154 -4.053 0.823 0.0 0.0 0.0 0.053
H 0.612 3.997 4.916 0.0 0.0 0.0 0.058
H -5.988 0.019 -1.158 0.0 0.0 0.0 0.087
H 1.751 5.038 -1.695 0.0 0.0 0.0 0.093
H -0.879 -5.201 -1.630 0.0 0.0 0.0 0.079
H -3.568 -2.678 -2.272 0.0 -0.1 0.0 0.044
H 6.489 0.496 0.890 0.0 0.0 0.0 0.112
H 0.248 -0.151 -7.309 0.0 0.0 0.0 0.110
H 5.477 -1.117 2.395 0.0 0.0 0.0 0.114
H -3.814 -4.110 -1.264 0.0 0.0 0.0 0.059
H 2.372 3.997 5.005 0.0 0.0 0.0 0.073
H -4.810 0.001 -4.227 0.0 0.0 0.0 0.098
H 3.786 3.680 3.069 0.0 0.0 0.0 0.078
H 2.070 -0.923 -5.757 0.0 0.0 0.0 0.109
H -4.586 -1.843 -0.390 0.0 0.0 0.0 0.081
H 0.615 3.512 -3.307 0.0 0.0 0.0 0.100
H -1.257 -1.747 3.069 0.0 0.0 0.0 0.045
H -0.589 5.266 2.713 0.0 0.0 0.0 0.062
H -2.590 2.614 -0.949 0.0 0.0 0.0 0.106
H -1.490 4.662 1.322 0.0 0.0 0.0 0.073
H -1.108 3.167 3.960 0.0 0.0 0.0 0.083
H -1.724 -5.175 -0.080 0.0 0.0 0.0 0.070
H 1.636 4.566 0.698 0.0 0.0 0.0 0.089
H -3.319 2.695 3.057 0.0 0.0 0.0 0.077
H -1.126 -2.776 -1.882 0.0 0.0 0.0 0.071
H 6.100 -3.234 1.273 0.0 0.0 0.0 0.111
H 4.632 -0.579 4.612 0.0 0.0 0.0 0.112
H -2.692 -2.440 3.841 0.0 0.0 0.0 0.077
H 2.333 -4.548 -0.320 0.0 0.0 0.0 0.095
H 4.947 -5.343 -0.060 0.0 0.0 0.0 0.083
H -0.636 1.563 -2.469 0.0 0.0 0.0 0.106
H -2.281 1.278 2.801 0.0 0.0 0.0 0.056
```
Positions in Å, forces in eV/Å.

***

The following is a DFT calculation (ωB97M-V/def2-TZVPD) of one molecule with the formula C6H15NO.

As for the charge: 0. For the HOMO-LUMO gap, the calculation gives 9.820 eV. The calculation puts the energy relative to the best compared isomer or geometry (same formula, charge and spin) at 1.222 eV. The molar mass comes out at 117.2 g/mol. Its SMILES is CC(C)[C@H](C)NCO. The strongest force on any atom is 0.8 eV/Å.

The geometry in XYZ format:
```
23
Properties=species:S:1:pos:R:3:forces:R:3:lowdin_charge:R:1
O 1.618 -2.326 -1.049 0.0 -0.3 0.1 -0.065
N 0.867 -0.221 -0.125 -0.1 0.2 0.2 -0.011
C -0.937 1.216 0.655 0.4 0.5 -0.3 -0.403
C -1.049 0.628 2.052 -0.2 -0.3 0.0 -0.073
C -1.538 -0.862 -0.647 0.2 -0.7 -0.1 -0.032
C -0.480 0.222 -0.424 -0.1 0.5 0.4 -0.389
C -0.005 2.435 0.663 0.2 -0.5 0.2 -0.079
C 1.628 -0.898 -1.105 -0.3 -0.3 0.0 -0.289
H -0.066 0.491 2.511 0.0 0.1 -0.1 0.077
H -2.209 -0.616 -1.470 0.0 0.0 0.0 0.081
H -1.559 -0.341 2.097 0.0 0.2 -0.1 0.070
H -0.502 3.290 1.107 -0.1 0.3 -0.1 0.074
H -2.135 -1.054 0.241 -0.1 0.2 0.1 0.063
H 1.045 -0.487 0.830 0.0 -0.1 0.0 0.121
H -1.605 1.302 2.688 -0.1 0.2 0.3 0.076
H -0.412 0.874 -1.305 0.1 -0.5 -0.2 0.132
H -1.876 1.641 0.285 -0.4 -0.5 0.3 0.137
H 2.684 -0.671 -0.993 0.1 0.1 -0.2 0.117
H -1.070 -1.834 -0.858 -0.1 0.3 -0.2 0.063
H 0.895 2.248 1.248 0.1 -0.1 0.0 0.073
H 0.310 2.632 -0.361 0.0 0.4 0.0 0.076
H 1.233 -0.562 -2.067 0.3 0.1 -0.2 0.126
H 0.717 -2.664 -1.106 0.1 0.2 0.0 0.054
```
Positions in Å, forces in eV/Å.